Entry 1:
A 2-piece molecular cluster, C5H13NO overall at a distorted geometry. Source: OMol25; level of theory: the ωB97M-V functional and the def2-TZVPD basis.

The energy relative to the best compared isomer or geometry (same formula, charge and spin) comes out at 28.9 kcal/mol. As for the total energy: -8932.75671 eV. As for the HOMO energy: -8.221 eV. The value obtained for the frontier orbital gap is 9.1 eV. The SMILES is CC/C=C(/C)N.O.

Geometry as ORCA input:
```
! wB97M-V def2-TZVPD RIJCOSX def2/J DEFGRID3
* xyz 0 1
H 1.79561 0.34775 1.01067
H 2.83561 -2.07463 0.44172
H -2.46832 1.22517 -1.20522
C -1.47021 1.66008 -1.26438
H 1.80401 -1.93730 -1.03939
C 1.34450 -0.48226 0.42975
O -1.66222 -1.94429 1.08416
N -1.11421 1.18178 1.06810
H 0.57221 0.01456 -1.61229
H -1.96192 -1.05330 1.21593
H -0.58531 0.73566 1.80810
C -0.63057 0.91344 -0.20805
H 3.09041 -0.74500 -0.72888
H 0.89756 -0.92017 1.33784
H -1.19029 -2.04726 0.27112
H -0.87941 1.65793 -2.17311
H -1.45464 2.09375 1.33612
C 2.35992 -1.41169 -0.26925
H -1.63600 2.69253 -0.94701
C 0.35328 0.09326 -0.55592
*
```

***

Entry 2:
A 4-piece molecular cluster, C2H12N2O4 overall at a distorted geometry. Source: OMol25; level of theory: the ωB97M-V functional and the def2-TZVPD basis.

The energy relative to the best compared isomer or geometry (same formula, charge and spin) comes out at 35.5 kcal/mol. As for the total energy: -13437.41224 eV. As for the HOMO energy (spin up / spin down): -4.442 / -4.424 eV. Its expectation value of S² is 0.76. The value obtained for the frontier orbital gap (spin up / spin down) is 8.3 / 5.8 eV.

Geometry as ORCA input:
```
! wB97M-V def2-TZVPD RIJCOSX def2/J DEFGRID3
* xyz -1 2
O 1.40700 -1.76221 -0.81452
H 1.00223 1.32098 2.71848
H -1.84192 0.39013 -1.82138
N 0.86762 0.90422 1.81155
H 0.06228 1.00751 -1.93836
O -1.87659 0.67726 -0.52420
H 1.23748 -1.86416 0.18419
N 0.42249 1.06182 -1.02144
H -0.45884 2.32782 1.07999
H -1.30488 0.99782 1.87527
H -2.32869 -0.03419 -3.38095
H -0.38428 -0.51119 0.08909
H 1.51303 -2.61346 -1.23771
H 0.96220 -0.17477 1.85587
C -0.43007 1.27902 1.23467
H 1.08594 -2.53797 2.18141
C -0.57907 0.56645 -0.09130
O 0.88211 -1.77290 1.62292
H 1.30126 0.56519 -0.97151
O -1.53928 0.17264 -2.85205
*
```

***

Entry 3:
C3H10N2 as an isolated structure at a distorted geometry. Source: OMol25; level of theory: the ωB97M-V functional and the def2-TZVPD basis.

The energy relative to the best compared isomer or geometry (same formula, charge and spin) comes out at 157.0 kcal/mol. As for the total energy: -6246.62122 eV. As for the HOMO energy: -6.760 eV. The value obtained for the frontier orbital gap is 5.7 eV.

Geometry as ORCA input:
```
! wB97M-V def2-TZVPD RIJCOSX def2/J DEFGRID3
* xyz 0 1
H -0.53187 0.99686 1.13980
N 1.93393 -0.63586 -2.21666
C 1.24904 -1.07013 -0.99113
H -2.20325 1.76919 0.19431
H 1.92604 -1.14738 -3.08349
H 0.38327 -1.70791 -1.30596
H -1.75035 -0.73269 1.13788
H -1.98212 2.11377 1.99021
H 1.24965 0.03897 0.60929
H 1.57687 0.31410 -2.30650
C -1.71381 1.48702 1.13138
C -1.42514 0.17101 1.62649
N 0.72652 0.06653 -0.26785
H 1.89859 -1.70030 -0.37263
H -1.33738 0.03681 2.71488
*
```

***

Entry 4:
One molecule with the formula C10H21N5O4. Source: OMol25; level of theory: the ωB97M-V functional and the def2-TZVPD basis.

The energy relative to the best compared isomer or geometry (same formula, charge and spin) comes out at 0.0 kcal/mol. As for the total energy: -26353.25048 eV. As for the HOMO energy: -9.410 eV. The value obtained for the frontier orbital gap is 9.9 eV. The SMILES is [H]/N=C(\N)NCCC[C@H](N)C(=O)N[C@H](C(=O)O)[C@@H](C)O.

Geometry as ORCA input:
```
! wB97M-V def2-TZVPD RIJCOSX def2/J DEFGRID3
* xyz 0 1
O -1.77133 -0.30947 0.32962
H 1.29470 3.80426 -2.85849
C 0.14616 -1.00211 2.99129
H 0.04849 0.70446 1.68817
H 0.00648 -0.55188 -2.62155
H -2.17109 -3.38760 -0.51952
N -2.24353 -2.67250 -1.23822
H 1.82999 -2.36798 3.14136
C -2.11306 -0.09438 -2.77607
N 0.38825 -0.95618 0.49842
H -0.96718 1.45816 -3.77225
H 0.38259 -2.88026 4.02267
C -1.64959 1.35718 -2.91960
H 1.36172 -0.13430 4.16811
N -0.92683 1.78685 -1.73139
H -0.93944 -1.07095 2.91094
H 0.43966 -3.04918 2.27173
H -0.94520 -1.80383 -3.42696
O 2.58527 0.78125 0.75860
C 0.25905 2.45821 -1.74977
C -1.00310 -1.90772 -1.30215
H 1.85253 3.02555 -0.84732
H -2.80112 -0.12606 -1.92211
H -2.70987 -0.36035 -3.64977
H -0.34476 3.71605 -3.24185
C 0.62445 -0.23184 1.74209
O 0.39700 -0.22981 4.14012
C -0.95197 -1.08582 -2.59978
H -1.15500 1.32740 -0.85516
H -0.17367 -2.62141 -1.33438
C 2.10652 0.15897 1.81611
H 1.86721 1.15816 0.15466
C 0.73590 -2.40847 3.10612
H -2.52068 2.00445 -3.10189
O 2.79965 -0.09706 2.78167
N 0.46558 3.23404 -2.87717
N 1.10698 2.33978 -0.77920
H 1.09756 -1.59888 0.16752
H -2.98718 -2.04823 -0.92011
C -0.83496 -0.99082 -0.08174
*
```

***

Entry 5:
C26H30IN5O2Se2V as an isolated structure. Source: OMol25; level of theory: the ωB97M-V functional and the def2-TZVPD basis.

The energy relative to the best compared isomer or geometry (same formula, charge and spin) comes out at 0.0 kcal/mol. As for the total energy: -203475.89921 eV. As for the HOMO energy (spin up / spin down): -0.930 / -0.930 eV. Its expectation value of S² is 3.76. The value obtained for the frontier orbital gap (spin up / spin down) is 5.0 / 5.0 eV.

Geometry as ORCA input:
```
! wB97M-V def2-TZVPD RIJCOSX def2/J DEFGRID3
* xyz -2 4
H 2.87034 -2.48938 6.15531
H 2.35256 -4.06373 5.56162
C 3.71496 -0.10849 -1.90697
C 3.36917 -0.88410 -3.00839
Se -3.09841 0.80955 -1.17487
C -1.77633 3.97583 -1.08520
H 5.30556 -0.67497 -3.90312
C -0.21403 -3.22971 -2.68457
H -2.06595 -4.40271 -2.88036
C 2.42330 -2.52475 4.03362
H 3.34183 -1.87480 0.84562
H 3.96597 -3.46838 5.18782
C 3.19470 -2.45409 2.88047
V -0.90629 -0.00592 -0.00560
N 0.06290 -2.14356 -1.93253
I 1.49360 -0.47547 -6.76022
H 3.20471 0.53674 0.07696
C 2.71045 -1.89131 1.72251
C 2.92258 -3.16717 5.29852
C -2.04974 3.05677 1.29760
C -3.58889 4.81309 0.41169
C 0.62363 -1.40745 2.80243
H -2.94484 -2.51282 -1.06261
H 4.36331 -2.03458 -4.53294
C 1.41179 -1.32234 1.60295
N -1.55718 -0.75618 1.84914
C -2.79166 -0.60161 2.30493
C -1.97246 -2.64600 -1.50855
O -0.78808 4.91346 -0.63326
N 0.94443 -0.81013 0.45901
H 0.37716 0.97258 -4.82483
H -1.98497 5.87157 0.47062
H -4.24976 3.00267 -1.40675
N -1.01668 -1.78480 -1.20726
C 1.30987 -1.43287 -1.87550
H 0.50354 -2.10258 4.81481
H 4.64978 0.44147 -1.92303
H -1.02684 -0.96705 5.01291
H 1.81913 -2.06180 -3.88063
C 1.13808 -2.00757 3.94471
C -1.51886 -3.58935 -2.43898
H -3.57379 -0.40823 1.58706
H -1.97350 3.87169 2.01645
C 2.91036 -0.04566 -0.78744
C 2.12951 -1.51658 -2.99972
C 4.30239 -1.00362 -4.18020
O -2.83786 5.89492 0.94193
H -2.68683 2.28607 1.73751
C -0.16085 0.79905 -5.77491
C 1.71352 -0.75966 -0.70533
H -0.18454 4.36809 -0.09251
C -3.75128 2.56113 -0.53989
H -0.83078 -0.04353 -5.52330
C -2.79667 -0.66770 3.70328
N -0.75290 -0.96699 2.90682
H 3.94390 -0.40545 -5.01918
Se -0.24193 2.29627 1.11810
H -4.51917 2.38266 0.21761
C -1.48345 -0.88728 4.04543
H 0.53127 -3.65663 -3.33014
H 4.20200 -2.86118 2.87986
H -2.32584 4.46372 -1.89551
H -3.63079 -0.54341 4.37088
H -4.14404 5.14577 -0.47878
H -4.32414 4.52880 1.17300
H -1.28562 3.09174 -1.49163
C -2.75133 3.57789 0.02349
*
```

***

Entry 6:
A 6-piece molecular cluster, C30H68N2O6 overall at a distorted geometry. Source: OMol25; level of theory: the ωB97M-V functional and the def2-TZVPD basis.

As for the total energy: -47470.26965 eV. As for the HOMO energy (spin up / spin down): -7.442 / -9.339 eV. Its expectation value of S² is 2.01. The value obtained for the frontier orbital gap (spin up / spin down) is 7.9 / 9.7 eV.

Geometry as ORCA input:
```
! wB97M-V def2-TZVPD RIJCOSX def2/J DEFGRID3
* xyz 0 3
H -2.00891 -6.37212 -4.71335
H 3.49034 2.17215 7.97135
H 1.49924 1.36280 3.44675
H 3.54590 0.01570 6.76830
H -1.70099 4.28856 -2.23836
C -0.76986 -0.79378 -6.17387
H 3.12889 3.61981 7.01230
H -2.82456 -3.70661 -4.59656
C 0.38214 3.35003 6.02422
H 2.49034 -3.36743 -2.76803
H -2.86954 -1.26012 2.91819
C -0.49197 1.15303 5.22233
H -3.51189 -2.67156 0.80146
H -2.01881 -3.35634 4.29869
H 4.52780 2.96355 4.45521
C -3.40580 -2.95484 1.82860
H -4.37031 -2.76902 2.33445
C -1.79786 2.27438 -3.19759
H -0.15950 -0.05460 0.06328
H 2.84669 -3.35006 -0.27351
H -0.75658 -1.37625 -5.24538
H 0.24145 -0.40311 -6.43009
O -0.55085 -3.02856 -7.09631
C -0.62296 0.36046 -0.77599
C 1.35281 2.82755 -2.32573
C 0.47813 4.77117 -1.24417
H 4.75706 2.93271 6.94319
H -1.50661 -0.15613 -8.66921
H -0.92697 -3.72193 3.02341
H -2.28065 -1.95066 -7.19904
H -3.63179 -4.09972 -3.07745
H -1.47486 0.04493 -6.01227
H 0.16528 -2.57395 -0.41889
O 0.03249 2.96067 0.66595
H 2.72838 3.22396 2.57847
N -0.55954 2.78964 -0.44675
H 0.24393 2.76457 3.22332
H -1.35199 -6.84359 -3.07114
H 1.37482 1.83553 -2.60143
O 1.53545 0.79608 7.04480
C -2.37939 1.89651 -1.88106
H 0.13630 -1.00903 -8.80541
H -2.47584 -2.87585 -3.18007
C 3.29956 1.76776 5.82835
C -2.35990 1.50337 0.54327
H -2.50691 2.46544 -4.10804
C -1.08329 3.51877 -2.76909
C -2.33475 -2.14228 2.53174
H -1.85422 1.28541 1.51359
C 0.78191 1.98009 5.20765
H 1.25090 3.85216 6.48509
C 3.67864 2.66544 7.00567
O -0.38290 -4.37215 -3.72015
H -1.31750 -0.42940 -1.06810
H -0.07862 0.24116 4.78889
H -0.33613 5.31138 -0.81102
H -3.10736 1.14905 -2.05636
C 3.99611 0.45242 5.91136
H -2.99652 0.69386 0.15020
H 3.71688 1.57494 3.75955
C -1.65270 -4.79981 -3.21423
H 1.85810 -2.03122 -3.69111
H 1.63735 -0.81913 -1.44651
O -1.37275 -1.56104 1.49808
H -0.68602 -3.30286 -6.16739
C -1.49285 1.55264 -0.67796
H -1.41750 1.45233 4.78320
H -3.03717 2.60853 -1.40906
H -1.12728 1.51066 -3.56149
H 5.11385 0.39346 6.21672
C -0.98094 -1.15247 -8.62282
C 2.53480 -2.28563 -0.32170
H -0.20081 4.18501 5.66700
H -2.92846 2.41393 0.69939
H -1.62728 -4.77802 -2.08352
H 3.54670 -1.77978 -0.26670
H -2.92022 -6.41038 -3.16714
H 0.09342 0.40381 -1.59716
H -0.74994 -2.18075 3.99321
H 2.12171 2.91284 -1.52042
C 2.44747 3.10951 3.65878
C 1.70782 -1.89098 -1.51833
H -0.69297 4.10661 -3.66359
H 2.12123 -1.98916 0.62132
H -0.12418 -3.56639 -3.26396
H -0.75832 0.84221 6.22691
H -3.10328 -4.00519 1.90526
H 2.27728 4.05358 4.16118
H 1.54432 3.62973 -3.05062
C 3.56218 2.38510 4.40161
C 1.13983 2.31970 3.73692
H -0.77414 -0.96721 1.90958
C 0.01840 3.39046 -1.62013
C -2.68655 -3.81610 -3.59362
N 1.78518 1.35194 6.01476
H 3.37489 -1.91864 -2.72718
C 2.36449 -2.29929 -2.78655
H 3.88953 -0.14642 5.03443
C -1.49799 -2.93693 3.50332
H -1.32869 -1.74083 -9.45701
C -1.97999 -6.20142 -3.61636
H 0.69845 5.17773 -2.18046
H -0.15061 3.08572 6.98263
O 0.42321 -2.52294 -1.36903
H 1.37965 4.77623 -0.55854
C -1.22454 -1.78509 -7.23697
*
```

***

Please write out number 5 again, unchanged.
C26H30IN5O2Se2V as an isolated structure. Source: OMol25; level of theory: the ωB97M-V functional and the def2-TZVPD basis.

The energy relative to the best compared isomer or geometry (same formula, charge and spin) comes out at 0.0 kcal/mol. As for the total energy: -203475.89921 eV. As for the HOMO energy (spin up / spin down): -0.930 / -0.930 eV. Its expectation value of S² is 3.76. The value obtained for the frontier orbital gap (spin up / spin down) is 5.0 / 5.0 eV.

Geometry as ORCA input:
```
! wB97M-V def2-TZVPD RIJCOSX def2/J DEFGRID3
* xyz -2 4
H 2.87034 -2.48938 6.15531
H 2.35256 -4.06373 5.56162
C 3.71496 -0.10849 -1.90697
C 3.36917 -0.88410 -3.00839
Se -3.09841 0.80955 -1.17487
C -1.77633 3.97583 -1.08520
H 5.30556 -0.67497 -3.90312
C -0.21403 -3.22971 -2.68457
H -2.06595 -4.40271 -2.88036
C 2.42330 -2.52475 4.03362
H 3.34183 -1.87480 0.84562
H 3.96597 -3.46838 5.18782
C 3.19470 -2.45409 2.88047
V -0.90629 -0.00592 -0.00560
N 0.06290 -2.14356 -1.93253
I 1.49360 -0.47547 -6.76022
H 3.20471 0.53674 0.07696
C 2.71045 -1.89131 1.72251
C 2.92258 -3.16717 5.29852
C -2.04974 3.05677 1.29760
C -3.58889 4.81309 0.41169
C 0.62363 -1.40745 2.80243
H -2.94484 -2.51282 -1.06261
H 4.36331 -2.03458 -4.53294
C 1.41179 -1.32234 1.60295
N -1.55718 -0.75618 1.84914
C -2.79166 -0.60161 2.30493
C -1.97246 -2.64600 -1.50855
O -0.78808 4.91346 -0.63326
N 0.94443 -0.81013 0.45901
H 0.37716 0.97258 -4.82483
H -1.98497 5.87157 0.47062
H -4.24976 3.00267 -1.40675
N -1.01668 -1.78480 -1.20726
C 1.30987 -1.43287 -1.87550
H 0.50354 -2.10258 4.81481
H 4.64978 0.44147 -1.92303
H -1.02684 -0.96705 5.01291
H 1.81913 -2.06180 -3.88063
C 1.13808 -2.00757 3.94471
C -1.51886 -3.58935 -2.43898
H -3.57379 -0.40823 1.58706
H -1.97350 3.87169 2.01645
C 2.91036 -0.04566 -0.78744
C 2.12951 -1.51658 -2.99972
C 4.30239 -1.00362 -4.18020
O -2.83786 5.89492 0.94193
H -2.68683 2.28607 1.73751
C -0.16085 0.79905 -5.77491
C 1.71352 -0.75966 -0.70533
H -0.18454 4.36809 -0.09251
C -3.75128 2.56113 -0.53989
H -0.83078 -0.04353 -5.52330
C -2.79667 -0.66770 3.70328
N -0.75290 -0.96699 2.90682
H 3.94390 -0.40545 -5.01918
Se -0.24193 2.29627 1.11810
H -4.51917 2.38266 0.21761
C -1.48345 -0.88728 4.04543
H 0.53127 -3.65663 -3.33014
H 4.20200 -2.86118 2.87986
H -2.32584 4.46372 -1.89551
H -3.63079 -0.54341 4.37088
H -4.14404 5.14577 -0.47878
H -4.32414 4.52880 1.17300
H -1.28562 3.09174 -1.49163
C -2.75133 3.57789 0.02349
*
```